Computed, not measured: 2 unconnected molecules or ions with the total composition CH5ClP2, with ωB97M-V with the def2-TZVPD basis set.

Properties
Total energy, eV: -32216.410
HOMO-LUMO gap, eV: 8.4
Net charge: 0
E_HOMO, eV: -9.28
2S+1: 1
Relative energy (zero: lowest compared OMol25 entry of this formula, charge and spin), kcal per mole: 4.9
LUMO level, eV: -0.855

Bonds (Å) are listed after each position.
Positions of all 9 atoms, in Å:
1 C -0.747 0.101 -1.446  Cl4 1.778, H5 1.085, H6 1.089, H7 1.086
2 P 1.955 0.219 1.421  P3 2.030, H8 1.406
3 P 0.540 -1.183 1.814  P2 2.030, H9 1.406
4 Cl 0.410 -1.249 -1.490  C1 1.778
5 H -0.354 0.877 -0.797  C1 1.085
6 H -1.689 -0.281 -1.056  C1 1.089
7 H -0.875 0.462 -2.462  C1 1.086
8 H 1.246 1.388 1.750  P2 1.406
9 H -0.486 -0.333 2.264  P3 1.406